Formula: C16H30CoN2O2P
Source: the OMol25 dataset
Level of theory: ωB97M-V/def2-TZVPD

As for the LUMO energy (alpha / beta): -6.3 / -8.2 eV. As for the molar mass: 372.3 g/mol. As for the expectation value of S²: 6.03. The value obtained for the calculated total energy is -71053.525 eV. For the maximum force, the calculation gives 2.03 eV/Å.

Geometry as ORCA input:
```
! RIJCOSX wB97M-V def2-TZVPD def2/J DEFGRID3
* xyz 2 5
Co 3.580 -0.912 -1.180
C -2.926 0.354 -1.664
C -2.406 0.985 -0.399
C -1.782 2.267 -0.498
C -1.382 2.733 -1.836
C -1.375 2.960 0.719
C -0.768 4.293 0.615
C -1.546 2.323 1.932
C -1.152 2.970 3.234
C -2.099 1.020 1.988
C -2.642 0.453 3.267
C -2.427 0.308 0.792
C -2.751 -1.177 0.843
H -2.095 -0.118 -2.268
H -3.481 0.991 -2.392
H -3.525 -0.492 -1.440
H -0.673 3.488 -1.676
H -2.265 3.195 -2.343
H -1.033 1.935 -2.488
H -1.271 4.823 -0.198
H 0.257 4.263 0.353
H -0.878 4.898 1.545
H -1.923 3.621 3.696
H -0.240 3.553 3.105
H -0.771 2.211 3.869
H -3.261 1.270 3.667
H -1.890 0.458 4.077
H -3.301 -0.410 3.123
H -2.256 -1.682 1.646
H -2.430 -1.621 -0.087
H -3.805 -1.331 1.039
N 4.105 -0.862 0.986
N 3.350 0.298 1.396
C 2.266 0.695 0.573
O 1.378 1.359 1.031
O 2.438 0.397 -0.709
H 3.948 -1.699 1.547
H 5.076 -0.674 1.179
H 3.127 0.459 2.351
C 2.729 -3.488 -3.914
P 2.464 -2.961 -2.175
C 0.691 -3.043 -1.755
C 3.249 -4.315 -1.084
H 2.281 -4.460 -4.185
H 3.827 -3.620 -3.983
H 2.339 -2.801 -4.695
H 0.377 -4.025 -1.977
H 0.081 -2.448 -2.380
H 0.450 -2.747 -0.757
H 2.994 -5.355 -1.298
H 2.999 -4.079 -0.084
H 4.345 -4.259 -1.107
*
```

Formula: C39H63Cl2N4O28S6
Source: the OMol25 dataset
Level of theory: ωB97M-V/def2-TZVPD

As for the LUMO energy: -4.7 eV. As for the molar mass: 1299.2 g/mol. The value obtained for the calculated total energy is -194793.872 eV. For the maximum force, the calculation gives 2.42 eV/Å.

Geometry as ORCA input:
```
! RIJCOSX wB97M-V def2-TZVPD def2/J DEFGRID3
* xyz 1 1
C 2.855 4.974 0.767
C 2.035 4.115 0.637
N 1.064 3.151 0.693
C -0.180 3.478 0.527
Cl -0.691 5.015 0.187
C -1.029 2.254 0.700
O -1.334 2.392 2.129
C -2.396 2.175 0.044
C -2.418 2.322 -1.487
C -3.344 1.322 -2.203
C -4.663 1.006 -1.494
C -5.551 2.241 -1.186
C -5.864 2.502 0.272
O -6.272 1.280 0.937
C -6.178 1.399 2.280
O -6.536 2.367 2.895
C -5.517 0.292 3.002
C -4.693 -0.559 2.292
C -0.057 1.048 0.625
C -0.209 0.040 -0.509
C -0.415 -1.430 -0.074
N -1.857 -1.663 0.090
N 0.051 -2.224 -1.209
N 0.388 -1.810 1.086
C 1.342 1.677 0.931
C 1.742 1.690 2.431
O 2.222 0.445 2.864
C 1.658 -0.077 4.003
C 0.296 -0.167 4.238
C -0.201 -0.750 5.399
C 0.671 -1.272 6.343
C 2.034 -1.165 6.115
C 2.531 -0.581 4.957
C 2.575 1.313 0.066
Cl 2.939 -0.421 0.058
C 2.528 1.809 -1.392
C 3.962 2.115 -1.858
H 3.617 5.704 0.918
H -2.084 1.824 2.337
H -2.877 1.265 0.406
H -2.967 3.005 0.462
H -2.778 3.324 -1.731
H -1.425 2.232 -1.934
H -2.802 0.376 -2.287
H -3.577 1.628 -3.223
H -4.514 0.449 -0.567
H -5.242 0.335 -2.126
H -6.512 2.076 -1.674
H -5.133 3.138 -1.647
H -5.058 2.962 0.846
H -6.696 3.204 0.320
H -5.674 0.192 4.069
H -3.621 -0.526 2.472
H -5.131 -1.215 1.545
H -0.280 0.513 1.546
H -1.066 0.284 -1.133
H 0.637 0.041 -1.186
H -2.247 -1.196 0.900
H -2.060 -2.654 0.100
H -0.566 -2.038 -1.992
H -0.005 -3.209 -0.967
H -0.239 -1.988 1.861
H 0.916 -2.659 0.923
H 0.943 2.091 3.055
H 2.575 2.399 2.515
H -0.419 0.217 3.522
H -1.274 -0.808 5.520
H 0.279 -1.748 7.229
H 2.747 -1.543 6.836
H 3.600 -0.529 4.802
H 3.432 1.797 0.535
H 2.173 1.016 -2.044
H 1.936 2.715 -1.524
H 4.498 1.169 -1.960
H 4.503 2.692 -1.107
H 3.986 2.586 -2.836
C 1.813 -7.783 0.144
C 0.470 -7.261 0.606
O 0.627 -5.830 0.590
S 1.617 -5.416 -0.593
O 0.844 -5.024 -1.718
O 2.624 -4.573 -0.054
O 2.224 -6.856 -0.878
H 2.551 -7.757 0.947
H 1.754 -8.787 -0.266
H 0.207 -7.599 1.603
H -0.327 -7.526 -0.092
C 4.389 3.266 -6.586
C 4.321 1.891 -7.216
O 3.314 1.207 -6.452
S 2.199 2.244 -5.979
O 1.096 2.194 -6.864
O 2.023 2.093 -4.576
O 3.024 3.582 -6.267
H 4.965 3.252 -5.658
H 4.800 4.015 -7.256
H 5.264 1.354 -7.161
H 3.990 1.940 -8.254
C 6.553 -2.917 -0.880
C 5.304 -2.844 -1.731
O 5.770 -2.374 -3.004
S 7.247 -2.928 -3.276
O 7.172 -4.085 -4.090
O 8.074 -1.828 -3.618
O 7.569 -3.388 -1.775
H 6.848 -1.930 -0.517
H 6.447 -3.597 -0.040
H 4.562 -2.160 -1.333
H 4.856 -3.829 -1.868
C 5.107 -4.776 5.948
C 5.063 -3.617 4.974
O 5.258 -4.226 3.691
S 4.603 -5.687 3.683
O 3.312 -5.615 3.099
O 5.572 -6.610 3.221
O 4.429 -5.839 5.265
H 6.132 -5.094 6.149
H 4.606 -4.555 6.886
H 5.840 -2.881 5.162
H 4.086 -3.129 4.977
C -8.366 -2.747 1.864
C -8.174 -1.691 0.796
O -7.905 -2.436 -0.396
S -8.709 -3.826 -0.358
O -9.910 -3.689 -1.095
O -7.790 -4.873 -0.609
O -9.073 -3.801 1.205
H -7.409 -3.142 2.214
H -8.939 -2.384 2.714
H -7.352 -1.015 1.012
H -9.087 -1.112 0.643
C -2.152 8.521 -2.133
C -0.905 7.813 -2.623
O -1.121 7.633 -4.021
S -1.982 8.865 -4.598
O -1.103 9.813 -5.172
O -3.088 8.336 -5.305
O -2.478 9.434 -3.180
H -2.986 7.824 -2.011
H -1.991 9.059 -1.202
H -0.749 6.850 -2.141
H -0.016 8.434 -2.488
*
```